DFT (ωB97M-V/def2-TZVPD) results for C27H49BrCoO3SbSi3 as an isolated structure.

**Energy relative to the best compared isomer or geometry (same formula, charge and spin)**: 25.9 kcal/mol
**2S+1**: 5
**⟨S²⟩**: 6.01
**HOMO-LUMO gap (alpha / beta)**: 7.66 / 5.67 eV
**Net charge**: +2

Positions of all 85 atoms, in Å:
Sb: -0.831 -1.150 0.410
Br: -4.258 1.355 3.556
Co: 1.519 0.433 -1.243
Si: 0.658 -0.759 2.738
Si: -2.258 -3.393 1.210
Si: -2.782 -0.133 -1.305
O: 0.648 3.336 -0.134
O: 2.585 2.085 -0.652
O: 0.005 1.221 0.044
C: 1.548 1.279 -4.702
C: -0.928 4.195 1.954
C: 2.770 -1.521 -1.669
C: 1.955 -2.104 2.491
C: 1.953 0.338 -3.608
C: -2.789 3.809 3.436
C: -0.881 -4.409 1.980
C: -2.349 1.633 -1.770
C: 5.115 -0.607 -1.687
C: -3.598 -2.845 2.390
C: 3.690 -0.569 -2.145
C: -1.788 4.636 2.945
C: -2.770 -1.240 -2.835
C: -0.610 -1.034 4.096
C: 0.706 -2.911 -2.062
C: 1.483 0.924 2.743
C: -0.087 2.483 0.374
C: -1.064 2.912 1.425
C: 3.670 2.893 -1.172
C: -2.844 -4.104 -0.424
C: -4.367 -0.374 -0.324
C: 1.493 -1.648 -2.240
C: 3.269 0.332 -3.127
C: -2.917 2.538 2.905
C: 1.067 -0.659 -3.150
C: 3.889 4.100 -0.284
C: -2.076 2.088 1.903
H: 4.662 4.739 -0.709
H: 0.877 -3.362 -1.085
H: -2.013 -4.339 -1.089
H: 1.980 0.933 -5.643
H: -4.302 -0.012 0.702
H: -2.524 2.331 -0.951
H: -4.655 -1.427 -0.301
H: -0.359 -2.749 -2.216
H: -0.283 -0.520 5.005
H: -0.147 4.841 1.580
H: -1.681 5.638 3.339
H: -2.667 -2.300 -2.606
H: -1.303 1.722 -2.067
H: 3.436 3.206 -2.193
H: -2.222 1.101 1.489
H: -0.006 -4.475 1.332
H: 2.574 -1.868 1.623
H: -3.378 -5.040 -0.233
H: -1.590 -0.638 3.829
H: -1.234 -5.432 2.149
H: 3.113 -2.276 -0.971
H: -1.983 -0.956 -3.534
H: -0.716 -2.091 4.343
H: -2.967 1.946 -2.616
H: 0.104 -0.762 -3.632
H: 1.524 -3.095 2.359
H: 4.557 2.259 -1.195
H: 0.784 1.725 2.978
H: 1.832 2.714 -0.421
H: 1.948 1.142 1.781
H: 5.642 -1.378 -2.253
H: -3.464 4.153 4.207
H: -3.536 -3.440 -0.942
H: 1.923 2.286 -4.522
H: 2.271 0.927 3.502
H: -0.574 -4.008 2.946
H: 1.055 -3.619 -2.819
H: -4.246 -2.083 1.959
H: 0.467 1.319 -4.821
H: -4.226 -3.701 2.653
H: -5.174 0.177 -0.816
H: 3.982 1.031 -3.547
H: 2.617 -2.146 3.361
H: 2.969 4.680 -0.200
H: -3.181 -2.446 3.315
H: 5.195 -0.863 -0.631
H: -3.723 -1.108 -3.355
H: 4.199 3.794 0.715
H: 5.620 0.340 -1.865

---

DFT (ωB97M-V/def2-TZVPD) results for C27H49CdF2NO2Si2 as an isolated structure.

**Energy relative to the best compared isomer or geometry (same formula, charge and spin)**: 0.2 kcal/mol
**HOMO-LUMO gap**: 8.31 eV

Positions of all 84 atoms, in Å:
Cd: 0.528 0.629 1.382
Si: 3.718 0.825 2.039
Si: 0.564 1.361 -3.579
F: -1.089 2.414 6.177
F: -1.864 5.324 2.549
O: -0.602 -1.827 -0.573
O: -2.195 -0.410 -3.528
N: 0.186 -0.653 3.446
C: -0.395 0.155 4.373
C: 2.997 1.549 3.632
C: -1.581 -2.204 0.420
C: -0.613 -0.335 5.666
C: 4.358 2.236 0.979
C: 0.639 -1.872 3.793
C: -0.590 1.937 2.613
C: -2.634 -3.137 -0.156
C: -1.494 4.080 3.011
C: -0.977 3.155 2.100
C: 0.846 -3.730 0.237
C: -0.079 0.746 -1.902
C: 0.489 -2.720 -0.833
C: -1.630 3.803 4.365
C: -3.304 0.494 -3.702
C: -4.462 0.164 -2.784
C: -0.762 1.529 3.940
C: -0.164 -1.600 6.030
C: 5.163 -0.286 2.542
C: -2.119 -1.477 -4.478
C: 2.490 -0.164 1.025
C: -3.373 -2.325 -4.548
C: 0.474 -2.395 5.077
C: 1.430 -0.037 -4.475
C: -1.218 2.555 4.806
C: 1.737 2.807 -3.270
C: -0.686 2.075 -4.806
H: -0.966 1.337 -1.637
H: -4.202 -1.770 -5.001
H: -2.016 4.544 5.058
H: -0.389 -0.326 -1.854
H: 1.160 -2.455 3.025
H: -0.876 3.410 1.045
H: 3.588 3.007 0.834
H: 2.491 -1.207 1.384
H: -1.077 -2.663 1.292
H: 5.226 2.705 1.462
H: -3.418 -3.313 0.585
H: -4.126 0.166 -1.740
H: -1.893 -1.058 -5.474
H: 2.307 -0.372 -3.907
H: 0.741 -0.883 -4.610
H: 2.340 2.661 -2.365
H: -1.056 3.050 -4.462
H: 6.071 0.304 2.727
H: 1.166 3.741 -3.165
H: -3.668 -2.670 -3.551
H: -0.294 -1.956 7.048
H: 3.739 2.189 4.137
H: -1.544 1.415 -4.973
H: -4.891 -0.811 -3.041
H: -1.115 0.318 6.367
H: -3.646 0.500 -4.752
H: 4.668 1.869 -0.009
H: -0.201 2.223 -5.785
H: 2.419 2.922 -4.124
H: -2.915 1.493 -3.464
H: 5.394 -1.011 1.751
H: 1.354 -2.070 -1.020
H: 0.687 0.904 -1.129
H: 4.943 -0.850 3.459
H: 2.713 0.753 4.335
H: 0.055 -4.468 0.397
H: 2.644 -0.211 -0.064
H: 0.262 -3.225 -1.785
H: 1.094 -3.254 1.191
H: -3.096 -2.698 -1.051
H: -5.239 0.925 -2.905
H: 1.740 -4.268 -0.086
H: 1.765 0.297 -5.468
H: -2.202 -4.111 -0.423
H: 0.855 -3.388 5.304
H: -2.035 -1.247 0.751
H: 2.105 2.168 3.462
H: -1.256 -2.080 -4.162
H: -3.194 -3.204 -5.173

---

| no. | DFT total energy (a.u.) |
| --- | --- |
| 1 | -6349.00575 |
| 2 | -2209.85965 |